(1)
Computed, not measured: C6H12O in the gas phase, with wB97M-V/def2-TZVPD.

SMILES: CC(C)[C@H]1C[C@H]1O
HOMO in eV: -9.59
ΔE to the lowest compared entry with this formula, charge and spin in kcal per mole: 29.61

```
! wB97M-V def2-TZVPD RIJCOSX def2/J DEFGRID3
* xyz 0 1
C 1.35458 0.94075 0.64067
C 0.71188 -0.35606 0.13974
C 1.66053 -1.04391 -0.84683
C -0.65556 -0.18761 -0.52629
C -1.88121 -0.84791 0.06823
C -1.79693 0.63598 0.01705
O -1.70149 1.29741 1.24477
H 0.71066 1.45302 1.35852
H 2.29866 0.71693 1.15166
H 1.57908 1.62306 -0.18884
H 0.58491 -1.01377 1.00945
H 2.61903 -1.28604 -0.37445
H 1.86673 -0.37612 -1.69393
H 1.22906 -1.96805 -1.24660
H -0.61190 -0.19606 -1.61606
H -2.59263 -1.37062 -0.56433
H -1.74954 -1.27544 1.05976
H -2.42072 1.14353 -0.72163
H -1.20515 2.11090 1.08912
*
```

(2)
Computed, not measured: a molecular structure, C4H3B2F14N2NiO4S2, with wB97M-V/def2-TZVPD.

⟨S²⟩: 2.003
HOMO (alpha / beta) in eV: -7.81 / -7.78
ΔE to the lowest compared entry with this formula, charge and spin in kcal per mole: 4.92

```
! wB97M-V def2-TZVPD RIJCOSX def2/J DEFGRID3
* xyz -1 3
Ni -20.28623 -22.14386 26.70030
B -18.61534 -20.53214 25.47691
F -17.76984 -19.62170 26.11183
F -19.95041 -20.23662 25.87654
F -18.44832 -20.57888 24.09588
F -18.38510 -21.83934 25.92188
B -21.24531 -21.01317 28.66233
F -21.99864 -21.31685 27.55504
F -21.42110 -22.06469 29.54687
F -19.90548 -21.00642 28.29034
F -21.59589 -19.78167 29.16720
C -21.40184 -26.03348 25.90360
F -22.13719 -25.54494 24.90344
F -21.88712 -27.20532 26.26278
F -20.15765 -26.17224 25.46236
S -21.55397 -24.90388 27.44722
O -22.59398 -23.97181 27.05688
O -21.82522 -25.72861 28.59439
N -20.09802 -23.95872 27.42127
S -19.15112 -24.76211 28.38252
O -19.31335 -24.47764 29.80517
O -19.06865 -26.14982 27.98683
C -17.38249 -24.09101 27.93176
F -16.44111 -24.86602 28.44744
F -17.23560 -24.11096 26.60720
F -17.27914 -22.86501 28.42143
C -23.06220 -22.97922 23.08041
C -21.99870 -22.71431 23.98670
N -21.13355 -22.53333 24.72799
H -23.95976 -23.38985 23.53615
H -22.78873 -23.65302 22.26759
H -23.19614 -22.00835 22.59342
*
```

(3)
Computed, not measured: 3 unconnected molecules or ions with the total composition C5H13NO2, with wB97M-V/def2-TZVPD.

HOMO in eV: -7.46
ΔE to the lowest compared entry with this formula, charge and spin in kcal per mole: 152.00

```
! wB97M-V def2-TZVPD RIJCOSX def2/J DEFGRID3
* xyz 0 1
N 1.25333 -0.37811 1.25893
C -0.18695 -0.62890 1.39540
C -1.09012 0.46897 0.88181
C -0.63135 1.77086 0.52374
C -1.23706 2.75274 -0.23877
C -0.42088 -1.90419 0.55207
H 1.47705 0.61866 1.48462
H -0.41090 -0.84009 2.43810
H -2.15853 0.24730 0.93595
H 0.32183 1.96679 0.81776
H -0.70216 3.70421 -0.42202
H -2.25788 2.58201 -0.70619
H -1.47276 -2.23352 0.62975
H 0.26450 -2.72610 0.93781
H -0.13436 -1.69133 -0.54330
H 2.54094 -1.48394 -1.95235
H 1.63159 -0.64522 0.33100
O 1.86512 -1.34565 -1.32734
H 0.64267 -0.60936 -1.97327
H -0.41847 0.42623 -1.36096
O -0.20245 -0.08257 -2.18703
*
```

(4)
Computed, not measured: 2 unconnected molecules or ions with the total composition C15H23Br2N2O6P, with wB97M-V/def2-TZVPD.

HOMO in eV: -0.26

```
! wB97M-V def2-TZVPD RIJCOSX def2/J DEFGRID3
* xyz -2 1
C 1.03714 -2.66366 0.91185
C 2.24958 -1.76153 0.74021
C 2.05285 -0.33691 1.26782
C 1.32965 0.58654 0.32752
C 1.98198 1.00950 -0.84691
C 3.24847 0.69576 -1.35049
Br 3.26743 -1.03469 -2.76138
C 4.47246 0.52992 -0.48056
C 5.75107 0.56274 -1.30360
Br 4.64816 2.00396 0.81426
N 1.22859 1.83543 -1.73285
C -0.03958 2.25505 -1.42684
C -0.64566 1.93464 -0.29672
C -2.02441 2.48354 -0.05466
C -3.17087 1.48716 0.09514
C -3.28625 0.48327 -1.03128
N -4.59734 -0.18476 -1.00257
C 0.07246 1.04544 0.64295
C -0.58748 0.80724 1.91841
O -1.11545 1.68093 2.57773
O -0.65756 -0.49001 2.37280
H 0.15816 -2.15880 0.52421
H 0.87111 -2.95818 1.94205
H 1.17087 -3.54292 0.28773
H 2.42251 -1.69302 -0.32805
H 3.12682 -2.19264 1.21916
H 1.47537 -0.40274 2.17829
H 3.00262 0.07866 1.58183
H 3.50543 1.48427 -2.05144
H 4.45190 -0.40202 0.06838
H 6.60880 0.32372 -0.68300
H 5.68297 -0.13526 -2.12758
H 5.90335 1.56416 -1.69727
H 1.63588 2.10819 -2.60177
H -0.52825 2.86458 -2.16805
H -2.24391 3.16667 -0.87423
H -1.98858 3.08520 0.84968
H -4.09307 2.07211 0.08184
H -3.16325 0.97363 1.05118
H -3.22096 1.02435 -1.97690
H -2.47415 -0.23875 -0.97906
H -5.02685 -0.09557 -0.09373
H -4.52290 -1.17249 -1.19223
H -0.34622 -0.49862 3.28278
O -6.70053 -3.12372 -0.09358
P -5.52223 -3.24050 0.87031
O -4.18391 -3.36442 0.14834
O -5.73130 -4.49822 1.70665
O -5.48490 -1.95722 1.69364
*
```

(5)
Computed, not measured: C5H10S in the gas phase, with wB97M-V/def2-TZVPD.

SMILES: C=CCSCC
HOMO in eV: -8.61
ΔE to the lowest compared entry with this formula, charge and spin in kcal per mole: 39.33

```
! wB97M-V def2-TZVPD RIJCOSX def2/J DEFGRID3
* xyz 0 1
C 2.25724 -0.32298 -0.82177
C 1.74036 0.09961 0.34825
C 0.81553 1.22906 0.25150
S -0.76663 1.14739 1.32651
C -1.27011 -0.47026 0.75746
C -2.24127 -0.54668 -0.42932
H 2.22976 0.32906 -1.70685
H 2.95562 -1.16129 -0.79775
H 2.08415 -0.31072 1.23717
H 1.15211 2.18303 0.59388
H 0.53742 1.38816 -0.87908
H -0.29888 -1.11738 0.68381
H -1.85400 -0.87439 1.58820
H -3.17776 -0.07886 -0.11368
H -1.75196 -0.01127 -1.24997
H -2.41159 -1.48248 -0.78836
*
```

(6)
Computed, not measured: C29H32N2O5S in the gas phase, with wB97M-V/def2-TZVPD.

SMILES: CCc1cccc(CC)c1NC(=O)COC(=O)C[C@@H]1c2ccccc2CCN1S(=O)(=O)c1ccccc1
HOMO in eV: -8.70
ΔE to the lowest compared entry with this formula, charge and spin in kcal per mole: 0.00

```
! wB97M-V def2-TZVPD RIJCOSX def2/J DEFGRID3
* xyz 0 1
C 1.22428 1.58843 2.26377
C 2.52961 0.83317 2.52556
C 3.59520 1.28170 1.56476
C 4.42364 2.34589 1.88841
C 5.38370 2.78904 0.99725
C 5.51665 2.17296 -0.23165
C 4.70228 1.10527 -0.58951
C 4.88552 0.44784 -1.92747
C 6.05963 -0.53270 -1.89057
C 3.74383 0.66453 0.32134
N 2.88821 -0.42540 -0.00826
C 3.26185 -1.70821 0.09982
O 4.37233 -2.09612 0.39273
C 2.11991 -2.69121 -0.19321
O 0.99446 -2.32763 0.60636
C -0.09295 -3.08326 0.48754
O -0.17150 -4.06472 -0.20013
C -1.23436 -2.51025 1.30786
C -1.57777 -1.12686 0.71270
C -2.92624 -0.64162 1.17423
C -3.05821 -0.07229 2.43570
C -4.27970 0.39816 2.87453
C -5.38687 0.30366 2.04650
C -5.26177 -0.26488 0.79465
C -4.03778 -0.74986 0.34428
C -3.95027 -1.33018 -1.04277
C -2.56967 -1.90603 -1.37657
N -1.49712 -1.18758 -0.73177
S -0.91332 0.16503 -1.48601
O -0.78693 -0.13909 -2.87755
O 0.27328 0.54484 -0.76210
C -2.14422 1.44940 -1.26829
C -2.22749 2.12732 -0.06836
C -3.25083 3.04159 0.12022
C -4.16882 3.27091 -0.89197
C -4.05824 2.60556 -2.10306
C -3.04062 1.68514 -2.29250
H 1.37457 2.65769 2.39948
H 0.89174 1.41823 1.24235
H 0.44937 1.25791 2.95415
H 2.86002 1.02495 3.54881
H 2.35706 -0.23905 2.41782
H 4.31708 2.82585 2.85088
H 6.02646 3.61601 1.26151
H 6.26111 2.52285 -0.93223
H 3.97571 -0.08377 -2.21031
H 5.07980 1.21669 -2.67976
H 5.88870 -1.28803 -1.12823
H 6.17318 -1.02376 -2.85440
H 6.98338 -0.00885 -1.65512
H 1.92480 -0.19439 -0.23554
H 1.84158 -2.65157 -1.25278
H 2.44050 -3.70895 0.05003
H -0.93046 -2.39574 2.34726
H -2.08728 -3.18606 1.25171
H -0.79457 -0.42907 1.02138
H -2.18750 0.00493 3.07057
H -4.36972 0.84040 3.85500
H -6.34548 0.67297 2.37804
H -6.12360 -0.33918 0.14720
H -4.20543 -0.53751 -1.75238
H -4.70300 -2.11432 -1.15390
H -2.49939 -2.95268 -1.06840
H -2.37297 -1.85411 -2.44790
H -1.49068 1.95023 0.69789
H -3.33075 3.57210 1.05628
H -4.96860 3.98001 -0.74069
H -4.76386 2.80090 -2.89622
H -2.91600 1.15392 -3.22350
*
```